Formula: C6H12ClNO
Source: OMol25
Level of theory: ωB97M-V/def2-TZVPD

Structure (XYZ):
```
21
Properties=species:S:1:pos:R:3:forces:R:3:nbo_charge:R:1
C 3.0131 1.3766 -0.3490 0.5 1.9 1.3 -0.197
C 1.4801 1.5202 0.7348 0.2 -3.6 -0.6 -0.168
C -0.2864 -0.0226 0.0706 1.0 0.4 -0.7 0.507
C 0.2656 -1.1761 0.9243 -2.2 1.2 -1.3 -0.744
C -2.7040 -0.7484 -0.5524 0.9 2.0 -2.7 -0.594
C -1.3347 -0.1801 -1.0816 -0.8 1.2 2.6 -0.450
N 3.0933 0.2275 -0.9767 -0.8 -0.1 -2.7 -0.611
O 0.2691 1.1619 0.0874 -0.2 0.5 0.3 -0.405
Cl 3.3569 -1.1274 -0.0975 0.7 -1.3 1.4 0.085
H 3.1375 2.2009 -1.1245 -0.7 -0.7 1.3 0.214
H 3.6933 1.5345 0.5412 -0.5 0.1 -0.6 0.159
H 1.7275 0.5625 1.3391 0.0 2.4 -0.1 0.187
H 1.3833 2.5092 1.1486 0.0 0.0 0.3 0.207
H 1.2282 -1.5477 0.6584 1.0 -0.1 -0.5 0.259
H -0.4429 -1.9716 0.8799 -0.5 -0.8 -0.4 0.228
H 0.2639 -0.9544 1.9560 0.3 0.8 1.3 0.238
H -3.1171 -0.0522 0.1178 -0.4 0.7 1.3 0.208
H -2.4522 -1.6515 -0.1428 -0.1 -2.4 1.3 0.202
H -3.4650 -0.8430 -1.3460 0.6 -0.3 0.1 0.218
H -1.4871 0.7460 -1.6682 0.5 -0.4 0.6 0.232
H -0.8153 -0.8763 -1.6412 0.6 -1.7 -1.9 0.225
```
Positions in Å, forces in eV/Å.

Summary:
**LUMO level (spin up / spin down)**: 0.29 / -0.58 eV
**Energy relative to the best compared isomer or geometry (same formula, charge and spin)**: 116.2 kcal/mol
**Gap between HOMO and LUMO (spin up / spin down)**: 7.49 / 5.93 eV
**DFT total energy**: -825.78462 hartree
**HOMO level (spin up / spin down)**: -7.21 / -6.50 eV

Formula: C58H85N9O10
Source: OMol25
Level of theory: ωB97M-V/def2-TZVPD

Structure (XYZ):
```
162
Properties=species:S:1:pos:R:3:forces:R:3:mulliken_charge:R:1
C -5.8286 -0.0370 -6.8309 2.6 -0.7 2.3 -0.762
C -4.4592 -0.3975 -6.9947 -1.6 1.6 -1.5 -0.424
C -3.5195 -0.5241 -5.9945 -0.7 -0.3 1.0 -1.093
C -3.9243 -0.3741 -4.6459 -0.6 0.5 -0.2 0.536
C -5.2900 0.0432 -4.4007 2.8 0.0 0.3 0.239
C -6.1351 0.2247 -5.4965 -1.7 -0.1 0.3 -0.237
C -5.6604 0.3823 -2.9414 0.3 -1.9 0.0 0.373
O -6.6967 0.9257 -2.6510 0.2 0.3 -0.2 -0.698
C -4.7477 -0.2563 -1.8324 1.3 0.8 -2.5 0.741
C -5.1919 -0.2769 -0.5570 0.4 -0.1 2.5 -1.243
C -4.3814 -0.7545 0.5235 -0.9 0.0 -0.8 -0.268
C -3.1928 -1.3989 0.2598 -0.1 0.5 -0.7 -0.849
C -2.7446 -1.3856 -1.0553 0.5 0.4 -1.8 -0.004
C -3.4041 -0.7361 -2.1250 -2.2 0.1 1.2 0.199
C -2.8842 -0.6294 -3.5257 -2.5 -0.9 0.8 0.621
O -1.7687 -0.9621 -3.7720 1.9 0.0 -0.9 -0.710
H -6.4851 0.0156 -7.6868 -0.1 0.3 0.3 0.434
H -4.1971 -0.2145 -8.0263 0.8 -1.0 -0.3 0.301
H -2.5138 -0.7977 -6.2773 0.2 0.2 0.3 0.448
H -7.1367 0.5422 -5.2466 -0.2 0.2 0.1 0.448
H -6.1472 0.1315 -0.2621 -0.2 0.1 -0.4 0.432
H -4.7734 -0.6325 1.5224 0.1 -0.1 0.2 0.615
H -2.5352 -1.8454 0.9909 -0.3 0.1 0.3 0.434
H -1.8026 -1.8606 -1.2861 0.2 0.1 0.0 0.381
C -4.6399 -1.4822 8.8849 0.7 -0.7 0.0 -0.478
C -5.9568 -1.0719 8.6922 -0.8 0.1 0.4 -0.596
C -6.3489 -0.4409 7.5258 1.0 0.3 -0.1 -0.627
C -5.4296 -0.3611 6.4816 0.3 1.4 -0.8 -0.019
C -4.0772 -0.7392 6.7736 0.4 1.5 -4.8 0.395
C -3.6847 -1.2445 7.9233 -0.4 -1.5 3.7 -0.338
C -2.9562 -0.5625 5.8180 -3.1 1.0 -0.3 0.266
O -1.8156 -0.9368 6.0777 1.7 -0.6 0.0 -0.796
C -3.3175 0.1767 4.6143 -0.7 0.3 -0.4 0.564
C -2.2732 0.4680 3.7537 -1.5 2.7 -1.7 -1.955
C -2.5545 1.4743 2.7445 5.1 -2.4 2.1 0.746
C -3.7046 2.0907 2.5193 -3.3 -0.1 -0.7 0.264
C -4.8314 1.5530 3.1520 0.2 0.3 1.6 -0.923
C -4.6538 0.7364 4.2846 0.4 -1.5 1.2 0.375
C -5.8136 0.4419 5.2376 4.1 -1.4 0.0 0.144
O -6.9149 0.8490 5.0054 -2.7 0.8 -0.1 -0.761
H -4.1953 -2.0715 9.6733 -0.9 0.2 0.9 0.332
H -6.7264 -1.1537 9.4456 0.2 -0.2 0.4 0.347
H -7.2197 0.1934 7.4498 -0.6 -0.6 -0.1 0.369
H -2.6591 -1.4853 8.1612 0.1 0.0 -0.5 0.391
H -1.2580 0.2048 4.0112 0.0 -0.3 -0.3 0.489
H -1.6321 1.8148 2.2978 0.0 0.2 -0.6 0.084
H -3.8118 2.8574 1.7662 -0.1 0.1 -0.2 0.172
H -5.8409 1.8738 2.9414 -0.1 0.2 0.0 0.481
C 1.8646 1.6045 -2.7276 0.7 -0.7 -0.3 0.487
O 2.7745 2.2964 -3.1251 1.6 0.4 -1.2 -0.752
N 0.9935 2.1138 -1.8906 -2.3 1.9 1.6 0.210
N 1.6548 0.3103 -3.0726 0.0 -0.9 -0.2 0.154
H 0.3670 1.6355 -1.2592 -0.1 -0.4 -0.3 -0.368
H 1.0109 3.1234 -1.8682 0.0 -0.2 0.3 0.165
H 0.7446 -0.0926 -2.9011 0.3 -0.2 0.1 0.046
H 2.4172 -0.2687 -3.3945 -0.4 0.4 -0.1 -0.141
C 1.7219 -1.8951 4.3160 1.4 -1.2 -1.6 0.524
O 2.4257 -1.2368 3.5992 1.9 2.9 -1.5 -0.327
N 1.0642 -2.9005 3.7929 -2.7 -2.8 -1.4 -0.382
N 1.7931 -1.9636 5.6027 0.0 0.8 3.2 -0.375
H 1.3147 -3.2097 2.8646 -0.6 0.4 0.2 0.138
H 0.2586 -3.2654 4.2807 0.1 -0.2 -0.5 0.196
H 2.3554 -1.2590 6.0580 -0.5 -0.4 0.5 0.251
H 1.3067 -2.7587 5.9918 0.4 0.7 0.9 0.126
C 0.5208 -0.1298 0.5955 3.1 2.3 0.8 -0.218
O -0.2869 0.1386 -0.2467 -2.1 0.6 -0.8 -0.062
N 1.3148 0.6991 1.3488 -1.1 3.9 0.4 0.117
N 1.1326 -1.2447 0.8051 0.5 -6.0 -0.5 0.731
H 1.0540 1.6687 1.4588 0.1 -0.2 0.1 0.275
H 2.0117 0.3239 1.9761 -0.5 0.4 0.2 -0.080
H 0.9476 -2.0327 0.2010 0.2 0.1 0.2 0.037
H 2.0122 -1.1392 1.2903 -0.2 -1.3 -0.3 -0.634
C 4.5506 1.0089 -0.5756 -0.4 -2.1 -0.4 -1.291
C 5.7330 0.0805 -0.1696 0.8 1.2 -1.2 1.199
C 6.9886 1.0283 -0.2270 1.0 -2.8 1.7 -1.636
C 7.2027 1.9070 0.9652 -1.1 1.8 0.0 -0.943
C 6.7770 1.3825 2.3817 -0.2 -0.9 -1.1 -1.278
C 6.1914 -0.1287 2.4034 2.6 1.8 -0.2 1.087
N 5.4032 -0.3903 1.1698 2.3 4.8 1.2 0.921
O 4.6802 -1.5066 1.1911 -1.5 -3.2 0.1 -0.026
C 7.3860 -1.0612 2.3870 0.2 -2.1 -1.6 -1.392
C 5.4776 -0.3143 3.7373 -1.0 0.9 0.0 -2.210
C 6.0853 -1.0505 -1.2698 -1.1 2.0 0.2 -1.133
H 4.4483 1.8368 0.1260 0.4 0.3 -0.4 0.381
H 3.6493 0.4169 -0.4169 -0.3 0.0 0.0 -0.153
H 4.5505 1.2188 -1.6452 0.2 0.7 0.1 0.468
H 7.8436 0.3620 -0.1120 0.2 -0.6 -0.3 0.558
H 7.2487 1.4772 -1.1856 -1.0 0.3 0.0 0.514
H 6.6401 2.8241 0.7904 -0.3 0.2 0.1 0.353
H 8.2267 2.2644 0.8562 0.3 -0.2 0.7 0.469
H 6.0528 2.0728 2.8142 -0.3 -0.1 -0.2 0.442
H 7.6579 1.4724 3.0174 -0.1 -0.5 0.2 0.347
H 7.8565 -1.0318 1.4041 0.6 0.8 0.1 0.331
H 8.1358 -1.1963 3.1665 -0.3 0.7 0.3 0.361
H 6.9696 -2.0526 2.2088 -0.3 -0.6 0.7 0.281
H 6.0190 -0.0222 4.6371 1.2 -0.5 -0.4 0.375
H 4.7103 0.4467 3.8793 -0.9 -0.5 -0.6 0.422
H 5.1112 -1.3297 3.8888 -0.3 0.1 0.1 0.706
H 5.1503 -1.3367 -1.7515 0.1 -0.7 0.2 -0.241
H 6.7675 -1.8628 -1.0193 -0.4 0.0 0.5 0.316
H 6.5792 -0.4608 -2.0421 0.2 -0.1 -0.2 0.538
H 4.5720 -1.5973 2.1406 -1.0 -0.7 0.2 0.205
C -3.3240 7.1464 -0.7553 -0.2 0.8 -0.1 -1.643
C -4.1559 5.9470 -0.2575 -0.3 0.3 2.2 1.193
C -5.4846 5.5249 -1.0394 -0.2 1.0 0.8 -1.094
C -5.4005 4.7374 -2.2758 2.1 -0.4 -2.1 -1.431
C -4.4854 3.5827 -1.9571 1.3 -0.7 -0.6 -0.859
C -3.0790 3.9080 -1.2693 -0.9 -2.0 1.2 1.458
N -3.3520 4.7307 -0.0467 -3.2 -1.4 -2.3 1.159
O -2.3006 4.8791 0.7637 2.7 1.2 0.8 -0.632
C -2.3798 2.5243 -0.7945 -1.5 2.1 0.3 -0.820
C -2.0763 4.4624 -2.2585 0.1 1.0 0.3 -1.853
C -4.7076 6.3934 1.2183 -0.4 -0.2 -0.9 -1.940
H -3.9078 8.0667 -0.7408 -0.7 -0.1 -0.7 0.465
H -2.8065 7.0271 -1.7072 -0.4 -0.1 -0.1 0.240
H -2.5739 7.5347 -0.0664 0.4 -1.1 0.5 0.344
H -6.0213 4.8873 -0.3369 -0.4 0.5 0.3 0.422
H -6.0312 6.3877 -1.4201 -0.3 0.6 1.3 0.448
H -5.1177 5.3969 -3.0963 1.1 0.1 -0.2 0.447
H -6.2811 4.3341 -2.7758 -0.8 0.0 1.1 0.449
H -4.1975 2.9805 -2.8188 0.0 0.1 -0.5 0.487
H -5.1980 2.9192 -1.4672 0.8 -0.3 1.1 0.086
H -2.0865 1.9872 -1.6965 0.1 -0.3 0.4 0.434
H -1.5633 2.8323 -0.1413 0.4 -0.2 -0.5 0.751
H -3.0459 1.9847 -0.1213 -0.1 -0.4 -0.4 -0.923
H -1.2741 4.9346 -1.6914 0.3 -0.2 0.2 0.427
H -1.6401 3.6409 -2.8268 -0.1 0.3 -0.4 0.514
H -2.4631 5.2863 -2.8582 -0.2 -0.3 -0.5 0.286
H -5.4051 7.2246 1.1143 0.0 0.2 -0.3 0.452
H -4.0233 6.7054 2.0073 0.7 0.0 -0.6 0.427
H -5.3088 5.6273 1.7077 0.1 -0.5 -0.4 0.371
H -2.5030 4.5176 1.6297 -0.4 -0.3 0.1 0.375
C 1.2034 -4.7777 -3.6966 1.3 0.7 0.4 -1.696
C 2.4812 -3.8155 -3.5983 -1.1 0.1 0.7 1.746
C 2.3894 -3.1224 -2.2034 0.1 -1.4 0.3 0.267
C 2.8641 -4.0399 -1.0575 1.5 1.2 -0.2 -0.169
C 4.3429 -4.4315 -1.2788 -1.2 -1.0 -1.5 -0.638
C 4.4748 -5.2846 -2.6032 1.0 1.6 0.6 1.421
N 3.7640 -4.5569 -3.7043 0.3 1.4 2.7 0.811
O 4.0693 -5.0932 -4.9151 -0.6 -0.9 -1.7 -0.542
C 6.0277 -5.2179 -2.9944 -1.9 -0.9 -1.1 -2.049
C 4.0022 -6.7486 -2.3854 -0.2 0.8 -0.5 -1.807
C 2.4041 -2.6124 -4.5812 -0.1 -1.9 -0.5 -1.671
H 1.4672 -5.6390 -4.3103 -0.4 0.1 -0.2 0.338
H 0.3057 -4.2372 -3.9966 0.1 -0.1 -0.5 0.350
H 0.9713 -5.1267 -2.6904 0.1 -0.3 0.0 0.361
H 2.9329 -2.1799 -2.1369 0.5 -0.1 -0.2 -0.793
H 1.3610 -2.8128 -2.0169 -0.3 -0.2 -0.3 -0.169
H 2.3152 -4.9643 -0.8778 -0.5 0.3 0.0 0.498
H 2.9138 -3.3818 -0.1901 -0.5 -0.3 0.5 -0.174
H 4.6240 -5.0864 -0.4542 0.5 0.2 0.1 0.613
H 4.9858 -3.5578 -1.3865 -0.1 -0.1 0.3 -0.455
H 6.6459 -5.6759 -2.2222 0.2 0.3 -0.2 0.394
H 6.0813 -5.7543 -3.9418 0.4 -1.1 0.3 0.593
H 6.3421 -4.2684 -3.4276 0.0 0.7 1.2 0.340
H 2.9147 -6.7589 -2.3133 -0.1 0.0 -0.2 0.376
H 4.3144 -7.3342 -3.2501 -0.1 -0.2 0.1 0.390
H 4.3401 -7.2117 -1.4583 0.5 0.2 -0.1 0.360
H 2.3035 -2.9873 -5.5998 0.6 0.0 -0.3 0.475
H 3.3155 -2.0358 -4.4230 -0.2 0.3 -0.3 0.410
H 1.4561 -2.0839 -4.4811 0.2 0.3 0.6 0.123
H 4.8765 -4.6566 -5.1969 0.0 0.3 -0.2 0.330
```
Positions in Å, forces in eV/Å.

Summary:
**LUMO level (spin up / spin down)**: 0.88 / 0.89 eV
**Gap between HOMO and LUMO (spin up / spin down)**: 3.09 / 6.52 eV
**2S+1**: 2
**<S²>**: 0.7724
**Total charge**: -1
**DFT total energy**: -3506.07661 hartree
**HOMO level (spin up / spin down)**: -2.20 / -5.63 eV